Entry 1:
# C28H24AsF9NO7Tl

A structure of composition C28H24AsF9NO7Tl (ωB97M-V/def2-TZVPD, OMol25).

Values from the calculation:
E_LUMO (eV): 4.25
Highest occupied orbital energy (hartree): -0.0973
Frontier orbital gap (eV): 6.9

Geometry as ORCA input:
```
! wB97M-V def2-TZVPD RIJCOSX def2/J DEFGRID3
* xyz -2 1
Tl 1.6254 -0.9615 1.2885
O 5.0844 0.0579 1.6038
C 4.9879 0.4704 0.2656
C 4.6809 -0.6729 -0.7133
N 3.2708 -0.8283 -1.0222
C 2.8284 0.1836 -1.9636
C 1.3072 0.1235 -2.2112
O 0.8696 0.4871 -3.3010
O 0.6216 -0.2875 -1.2358
C 3.0346 -2.1558 -1.5839
C 3.3744 -3.3170 -0.5815
O 4.0116 -4.2665 -1.0448
O 2.9554 -3.1790 0.5864
H 4.2040 -0.1273 1.9580
H 5.9788 0.8761 0.0221
H 4.2470 1.2728 0.1577
H 5.0203 -1.5964 -0.2461
H 5.2550 -0.5230 -1.6465
H 3.3448 0.0924 -2.9374
H 3.0327 1.1863 -1.5731
H 3.6111 -2.3029 -2.5127
H 1.9706 -2.2581 -1.8101
F 1.2178 1.8323 6.8374
C 1.8852 1.8940 5.6618
F 3.1671 1.6957 5.9740
F 1.7975 3.1739 5.2653
C 1.3849 0.8761 4.5571
O 2.2372 0.7049 3.6112
C 1.0464 -0.4464 5.3616
F 2.0266 -0.7887 6.2171
F -0.0720 -0.3734 6.1197
F 0.8719 -1.4851 4.5509
C -0.0067 1.4445 4.0634
F 0.1760 2.3498 3.0995
F -0.8122 0.5011 3.5842
F -0.7220 2.0844 5.0269
O -1.1119 -0.5784 0.8166
As -1.6464 -0.1916 -0.6537
C -1.3491 1.5026 -1.5811
C -1.9754 1.6823 -2.8037
C -1.7320 2.8236 -3.5448
C -0.8775 3.7957 -3.0549
C -0.2605 3.6214 -1.8279
C -0.4934 2.4740 -1.0903
C -3.5415 0.2367 -0.2024
C -4.7272 -0.3705 -0.5882
C -5.9343 0.0500 -0.0458
C -5.9699 1.0718 0.8874
C -4.7911 1.6890 1.2763
C -3.5939 1.2700 0.7304
C -1.8191 -1.7056 -1.8678
C -2.3715 -2.8430 -1.2923
C -2.4160 -4.0346 -1.9931
C -1.9036 -4.0894 -3.2790
C -1.3556 -2.9555 -3.8558
C -1.3042 -1.7615 -3.1535
H -2.6419 0.9115 -3.1827
H -2.1892 2.9441 -4.5185
H -0.6907 4.6897 -3.6349
H 0.4244 4.3709 -1.4596
H 0.0056 2.3037 -0.1427
H -4.7132 -1.1850 -1.3077
H -6.8585 -0.4288 -0.3495
H -6.9124 1.3811 1.3215
H -4.8151 2.4828 2.0111
H -2.6520 1.7190 1.0419
H -2.7442 -2.7796 -0.2723
H -2.8398 -4.9205 -1.5377
H -1.9237 -5.0216 -3.8287
H -0.9544 -3.0057 -4.8594
H -0.8354 -0.8855 -3.5861
*
```

Atom charges from the Löwdin analysis, given in e for atoms 1 to 4: 1.106 -0.072 -0.252 -0.178



Entry 2:
# C41H60F3GeN4O2P3Ti

A structure of composition C41H60F3GeN4O2P3Ti (ωB97M-V/def2-TZVPD, OMol25).

Values from the calculation:
ΔE to the lowest compared entry with this formula, charge and spin (eV): 2.565
E_LUMO (alpha / beta) (eV): -9.88 / -10.46
Highest occupied orbital energy (alpha / beta) (hartree): -0.5469 / -0.5448
⟨S²⟩: 0.78
Frontier orbital gap (alpha / beta) (eV): 5.0 / 4.4

Geometry as ORCA input:
```
! wB97M-V def2-TZVPD RIJCOSX def2/J DEFGRID3
* xyz 3 2
Ti 0.8010 -0.8420 -1.0483
C -0.0752 -5.1600 -0.4678
C -1.3613 -4.3623 -0.2360
C -1.9961 -4.7670 1.0898
P -1.1398 -2.4959 -0.5136
C -2.1406 -1.7404 0.8754
N -2.0987 -0.3028 0.9605
Ge -0.4252 0.7038 0.6443
N 0.6521 0.5800 2.3421
C 1.9637 -0.0187 2.4071
P 2.4524 -0.9735 0.8909
C 4.0555 -0.1579 0.3726
C 4.3765 -0.6059 -1.0530
C 5.2627 -0.3248 1.2912
C 2.7427 -2.6881 1.5831
C 1.3665 -3.1900 2.0248
C 3.7315 -2.8118 2.7386
C 0.0844 0.9948 3.5213
C 0.6315 0.8140 4.8005
C -0.0953 1.1513 5.9246
C -1.3896 1.6494 5.8122
C -1.9279 1.8935 4.5569
C -1.1775 1.6181 3.4274
N -1.5744 1.9983 2.0999
C -2.9565 1.7113 1.8180
C -3.9882 2.5938 2.0901
C -5.3007 2.1979 1.8968
C -5.5697 0.9179 1.4244
C -4.5474 0.0408 1.1280
C -3.2131 0.4263 1.2976
C -1.3026 3.3687 1.7969
C -1.3986 4.4161 2.6973
C -1.3512 5.7214 2.2353
C -1.2234 5.9707 0.8696
C -1.0549 4.9360 -0.0227
C -1.0338 3.6047 0.4285
N -0.7499 2.5083 -0.3288
C -0.3358 2.7468 -1.6899
P 0.6998 1.4009 -2.4486
C 2.4242 2.1630 -2.5163
C 2.7315 3.1686 -3.6221
C 2.6964 2.7873 -1.1436
C -0.1281 1.2777 -4.1302
C -1.5723 0.8076 -3.8591
C -0.1373 2.5600 -4.9622
C -2.1896 -2.2644 -2.0554
C -1.7060 -3.2375 -3.1471
C -3.6912 -2.4216 -1.8281
H -0.3287 -6.1651 -0.7988
H 0.5010 -5.2688 0.4485
H 0.5597 -4.7266 -1.2384
H -2.0637 -4.6180 -1.0372
H -1.3854 -4.5046 1.9512
H -2.0884 -5.8527 1.0805
H -2.9976 -4.3637 1.2183
H -1.7467 -2.1700 1.8089
H -3.1657 -2.0982 0.7663
H 1.9858 -0.7366 3.2384
H 2.7342 0.7437 2.5997
H 3.7916 0.9091 0.3627
H 4.7326 -1.6353 -1.0681
H 5.1677 0.0124 -1.4721
H 3.4888 -0.5214 -1.7078
H 5.7377 -1.2920 1.1591
H 5.0107 -0.1914 2.3399
H 6.0021 0.4318 1.0366
H 3.1015 -3.3005 0.7466
H 1.0228 -2.6623 2.9131
H 1.4266 -4.2441 2.2826
H 0.6256 -3.0593 1.2277
H 3.5334 -2.1038 3.5403
H 4.7644 -2.7031 2.4270
H 3.6284 -3.8100 3.1615
H 1.6259 0.4240 4.9349
H 0.3506 1.0176 6.8996
H -1.9578 1.8922 6.6959
H -2.9195 2.3129 4.4608
H -3.7797 3.5866 2.4548
H -6.1025 2.8792 2.1342
H -6.5906 0.6083 1.2726
H -4.7891 -0.9399 0.7496
H -1.5468 4.2150 3.7479
H -1.4649 6.5402 2.9291
H -1.2458 6.9851 0.5001
H -0.9797 5.1693 -1.0726
H 0.2664 3.6635 -1.7467
H -1.2261 2.8773 -2.3212
H 3.0948 1.3052 -2.6689
H 2.0330 4.0012 -3.6365
H 2.7535 2.6930 -4.5988
H 3.7255 3.5782 -3.4439
H 2.2943 3.7969 -1.0956
H 3.7678 2.8726 -0.9751
H 2.2404 2.2070 -0.3288
H 0.4079 0.5058 -4.6952
H -2.2911 1.5608 -4.1688
H -1.7444 0.6164 -2.7916
H -1.7916 -0.0939 -4.4252
H -0.4807 3.4248 -4.3983
H -0.8256 2.4127 -5.7928
H 0.8315 2.7770 -5.3960
H -1.9926 -1.2374 -2.3857
H -2.3538 -4.1089 -3.2139
H -0.6862 -3.5903 -2.9707
H -1.7277 -2.7615 -4.1246
H -3.9176 -3.3410 -1.2890
H -4.1850 -2.4840 -2.7974
H -4.1118 -1.5677 -1.3003
F 2.1618 -2.8517 -1.5523
C 2.3237 -3.0429 -2.9577
F 2.0638 -4.3076 -3.1744
F 3.5918 -2.7716 -3.1820
C 1.3382 -2.0107 -3.6500
O 1.3092 -1.8785 -4.8302
O 0.6712 -1.3693 -2.7551
*
```

Atom charges from the Löwdin analysis, given in e for atoms 1 to 4: 0.620 -0.089 -0.479 -0.082



Entry 3:
# C27H35BrF5MoO6PS5Sb

A structure of composition C27H35BrF5MoO6PS5Sb (ωB97M-V/def2-TZVPD, OMol25).

Values from the calculation:
ΔE to the lowest compared entry with this formula, charge and spin (eV): 1.649
E_LUMO (alpha / beta) (eV): 3.14 / 3.39
Highest occupied orbital energy (alpha / beta) (hartree): -0.0910 / -0.0918
⟨S²⟩: 0.76
Frontier orbital gap (alpha / beta) (eV): 5.6 / 5.9

Geometry as ORCA input:
```
! wB97M-V def2-TZVPD RIJCOSX def2/J DEFGRID3
* xyz -2 2
Mo 0.4836 -0.6853 0.1275
S 2.8671 -3.9078 3.3410
Sb 2.8528 -1.8325 2.3485
S 0.5036 -1.0290 2.4898
S 2.2364 -2.3030 -0.0259
C -5.9575 -4.0158 -3.3395
C -6.1188 -2.9665 -2.2293
C -6.8377 -1.7521 -2.8212
C -6.9919 -3.5388 -1.1027
C -4.7460 -2.6087 -1.6703
C -4.2230 -1.3251 -1.7244
C -2.9745 -1.0806 -1.1970
Br -2.2702 0.6848 -1.2599
C -2.1782 -2.0662 -0.5905
O -0.9912 -1.6821 -0.1181
C -2.7015 -3.3756 -0.5258
C -3.9600 -3.5881 -1.0725
C -1.9879 -4.5983 0.0664
C -2.8380 -5.1682 1.2135
C -0.5933 -4.3180 0.6229
C -1.8297 -5.6537 -1.0422
H -6.9272 -4.2598 -3.7814
H -5.5171 -4.9359 -2.9535
H -5.3039 -3.6336 -4.1254
H -7.8158 -2.0540 -3.2011
H -6.2702 -1.3268 -3.6508
H -6.9891 -0.9773 -2.0680
H -7.9947 -3.7704 -1.4713
H -7.0781 -2.8168 -0.2890
H -6.5605 -4.4534 -0.6944
H -4.7630 -0.5019 -2.1671
H -4.3559 -4.5952 -1.0374
H -2.9387 -4.4283 2.0093
H -2.3474 -6.0494 1.6316
H -3.8367 -5.4537 0.8761
H -0.6109 -3.5914 1.4354
H 0.0790 -3.9608 -0.1532
H -0.1712 -5.2412 1.0242
H -2.7891 -6.0043 -1.4288
H -1.2838 -6.5156 -0.6531
H -1.2642 -5.2301 -1.8740
O 3.7469 1.2572 0.9322
C 2.8214 1.3816 0.1734
O 1.7753 0.5991 0.1321
H 2.8033 2.1984 -0.5617
F 1.9359 -2.2734 -7.0264
C 1.5932 -1.8328 -5.7990
C 2.1340 -0.6625 -5.2949
F 3.0078 0.0305 -6.0445
C 1.7810 -0.2115 -4.0415
F 2.3252 0.9297 -3.5886
C 0.8800 -0.9048 -3.1994
O 0.5554 -0.4730 -2.0409
C 0.3475 -2.0853 -3.7662
F -0.5256 -2.8015 -3.0356
C 0.6943 -2.5397 -5.0206
F 0.1603 -3.6734 -5.5052
C 2.5195 3.8825 4.3017
C 1.3314 3.1791 3.6673
C 0.6482 2.2127 4.6173
O 0.4295 4.2192 3.2629
P -0.8325 3.9527 2.2684
S -2.5269 3.9464 3.2668
S -0.4016 2.4103 1.0818
O -0.8321 5.3543 1.4561
C 0.2702 6.0685 0.8865
C 1.3802 5.1945 0.3193
C 0.8088 7.0569 1.9151
H 3.2823 3.1560 4.5839
H 2.1914 4.4267 5.1903
H 2.9544 4.5968 3.6003
H 1.6561 2.6315 2.7769
H 0.2766 2.7510 5.4923
H 1.3441 1.4323 4.9304
H -0.1946 1.7363 4.1171
H -0.1801 6.6315 0.0623
H 1.8771 4.6360 1.1126
H 2.1136 5.8297 -0.1843
H 0.9753 4.4780 -0.3922
H 1.2247 6.5160 2.7640
H 0.0012 7.6936 2.2785
H 1.5817 7.6802 1.4585
*
```

Atom charges from the Löwdin analysis, given in e for atoms 1 to 4: 1.271 -0.444 0.220 -0.077



Entry 4:
# C4H14N2

The ion C4H14N2 with charge +2 (ωB97M-V/def2-TZVPD, OMol25).

Values from the calculation:
ΔE to the lowest compared entry with this formula, charge and spin (eV): 0.000
E_LUMO (eV): -6.85
Highest occupied orbital energy (hartree): -0.7656
SMILES string: C[C@@H]([NH3+])CC[NH3+]
Frontier orbital gap (eV): 14.0

Geometry as ORCA input:
```
! wB97M-V def2-TZVPD RIJCOSX def2/J DEFGRID3
* xyz 2 1
C -0.7466 -1.5933 -1.0101
C 0.4642 -0.8148 -0.5644
C 0.1471 0.5880 -0.0089
C -0.5956 0.4748 1.3221
N -0.7340 1.8159 1.9916
N 1.3727 -0.6441 -1.7751
H -1.3970 -1.7902 -0.1598
H -1.3204 -1.0860 -1.7842
H -0.4437 -2.5740 -1.3829
H 1.0519 -1.4000 0.1403
H -0.5286 1.0629 -0.7331
H 1.0447 1.2108 0.0367
H -1.6049 0.1037 1.1702
H -0.0927 -0.1882 2.0263
H -1.2761 1.7673 2.8634
H 0.1771 2.2340 2.2280
H -1.2145 2.4913 1.3878
H 1.6531 -1.5573 -2.1534
H 2.2359 -0.1464 -1.5426
H 0.8843 -0.1344 -2.5229
*
```

Atom charges from the natural (NBO) analysis, given in e for atoms 1 to 4: -0.653 -0.028 -0.451 -0.221